(1)
{
  "formula": "C10H37N18O12Pb",
  "method": "ωB97M-V/def2-TZVPD",
  "elements": ["N", "H", "H", "N", "H", "N", "H", "H", "O", "H", "H", "H", "N", "C", "O", "H", "H", "H", "H", "C", "H", "O", "H", "H", "H", "Pb", "N", "C", "C", "C", "O", "O", "C", "H", "H", "O", "N", "H", "N", "O", "H", "H", "H", "H", "H", "O", "N", "N", "N", "N", "H", "N", "N", "H", "C", "H", "H", "N", "N", "H", "H", "C", "H", "H", "H", "H", "C", "O", "C", "N", "N", "O", "O", "H", "H", "H", "N", "O"],
  "coordinates": [[2.027, 4.048, 3.239], [1.932, -1.766, -1.681], [-0.829, -3.306, -0.772], [-3.446, -3.003, -2.556], [-2.292, 0.961, 1.566], [0.873, 3.621, 1.347], [3.433, -0.144, 5.313], [-3.193, -2.091, -2.901], [2.837, 2.654, -0.722], [-4.191, 0.514, -2.555], [-4.197, -3.531, -2.956], [0.543, 1.575, 4.674], [-4.214, 0.159, -1.622], [3.115, 2.014, -1.739], [-1.825, -1.397, 2.524], [0.053, 3.120, 1.049], [-3.437, 0.158, -0.983], [4.738, 1.691, -3.172], [1.998, 4.044, 4.246], [2.359, -3.444, -2.776], [1.537, 4.111, 0.780], [0.981, -0.367, 3.322], [1.322, 1.013, -2.059], [5.661, -0.935, 1.078], [-2.512, 3.599, -0.725], [0.476, -2.609, 2.307], [-0.918, 2.221, -3.022], [-1.857, 3.158, -2.612], [-0.081, -0.093, -0.346], [3.726, -1.586, 1.197], [-0.370, 1.023, 0.356], [-2.650, -4.795, -1.509], [-2.938, -0.871, 2.296], [3.986, 0.205, 0.232], [-4.859, -1.130, 1.940], [0.073, 2.929, 3.388], [-6.409, -0.213, -1.992], [-3.972, 0.593, 1.389], [3.026, -0.392, 4.429], [0.434, -1.022, 0.336], [5.458, -2.485, 1.836], [0.309, 0.908, 1.053], [-6.206, 0.046, -2.935], [-0.587, 2.074, -3.959], [2.671, 4.685, 2.810], [-5.601, -0.670, 0.060], [-1.574, -2.804, -1.219], [-3.070, 0.372, 1.784], [2.601, -2.509, -1.796], [3.340, -0.442, 0.643], [2.063, 1.504, 5.599], [1.242, -3.155, -3.490], [1.426, 1.140, 4.919], [5.128, 2.281, -1.683], [-2.595, -3.574, -1.689], [3.067, -2.754, -0.941], [-7.228, -0.679, -1.636], [2.274, 1.162, -2.341], [-1.849, 3.049, -1.255], [3.265, -1.299, 4.057], [0.583, -2.465, -3.186], [0.963, 3.430, 2.682], [-4.032, -2.380, 2.964], [0.936, -3.870, -4.129], [-0.789, 1.467, -2.358], [2.717, 0.546, -3.000], [1.786, 0.075, 4.160], [2.977, -2.496, 1.621], [-5.385, -0.288, -1.093], [-4.118, -1.477, 2.534], [5.061, -1.638, 1.467], [-0.437, -0.239, -1.542], [3.061, -4.424, -2.960], [-1.362, -1.846, -1.480], [2.343, -0.298, 0.550], [-1.390, 2.319, -0.745], [4.373, 2.009, -2.292], [-2.356, 4.008, -3.322]],
  "forces_ev_per_a": [[0.675, -0.422, 1.724], [-0.112, -0.062, 0.098], [-0.051, -0.156, -0.174], [-0.117, 1.710, -0.113], [0.331, -0.172, -0.002], [-1.311, -1.383, 1.130], [0.164, -0.049, -0.014], [-0.562, -0.064, -0.135], [0.307, -0.331, -0.453], [0.441, 0.265, -0.033], [0.106, -0.132, -0.026], [0.227, 0.484, 0.084], [0.133, -0.587, 1.436], [0.169, 0.106, 0.754], [0.606, -0.361, 0.389], [0.211, 0.571, -1.231], [0.310, 0.255, -0.489], [-0.888, -0.303, -0.266], [0.160, 0.207, -0.133], [0.303, -0.760, 0.564], [0.004, -0.343, -0.343], [0.068, -1.425, -1.026], [-0.026, 0.234, -0.110], [0.261, -0.102, 0.053], [0.076, -0.028, -0.229], [-0.295, 2.510, -0.817], [-0.149, -0.570, -0.261], [2.482, -0.154, -1.122], [-1.872, -2.118, -1.472], [1.512, 0.447, 1.332], [1.225, 0.026, -0.083], [0.086, 0.940, 0.939], [0.145, 0.052, -0.320], [-0.025, 0.180, -0.008], [-0.644, -0.724, 0.163], [0.433, -0.492, -0.951], [0.290, -0.403, 1.187], [0.018, 0.291, 0.138], [0.031, -0.912, -0.582], [1.211, -0.852, 0.860], [0.010, -0.018, -0.167], [-0.751, 0.761, 0.590], [-0.632, -0.212, -0.313], [-0.464, 0.310, -0.107], [-0.141, -0.089, -0.402], [0.986, 0.245, -0.226], [0.140, 0.423, 0.636], [-0.298, -0.023, -0.326], [0.081, 0.930, 0.364], [-1.204, -0.146, -0.249], [-0.157, 0.304, 0.045], [-0.145, -0.285, -0.844], [-0.029, -1.358, -0.672], [-0.320, 0.477, 0.064], [0.579, -2.751, -1.068], [0.204, -0.452, -0.306], [-0.292, 0.221, -0.781], [0.027, -0.540, -0.753], [-2.046, 1.324, 1.683], [0.152, 0.108, 0.002], [-0.171, 0.003, 0.088], [-0.229, 2.218, -0.003], [-0.616, -0.189, -0.397], [-0.027, 0.154, -0.011], [0.192, -0.143, -0.702], [-0.534, -0.252, -0.120], [-0.265, 1.729, 1.890], [-0.963, 0.074, -0.040], [-1.036, 0.419, -0.620], [1.197, 0.329, 0.138], [-0.387, -0.404, -0.208], [0.572, 1.274, 1.378], [-0.296, 0.459, 0.058], [-0.256, -0.278, -0.073], [0.174, 0.005, -0.254], [0.097, 0.022, -0.303], [1.376, 0.487, 0.792], [-0.465, -0.508, 0.758]],
  "mulliken_charge": [-0.414, 0.150, 0.076, -0.257, 0.068, -0.212, 0.209, 0.156, -0.586, 0.226, 0.203, 0.250, -0.199, 0.518, -0.581, 0.074, -0.017, 0.163, 0.252, 0.514, 0.172, -0.402, 0.021, 0.133, 0.193, 1.538, -0.159, 0.391, 0.871, 0.541, 0.844, -0.706, 0.390, 0.163, 0.264, -0.774, -0.468, 0.222, -0.398, 0.149, 0.284, -0.398, 0.160, 0.168, 0.163, -0.713, 0.058, -0.224, -0.214, 0.159, 0.150, -0.351, -0.342, 0.241, 0.399, 0.090, 0.266, -0.235, -0.192, 0.209, 0.188, 0.690, 0.250, 0.238, -0.024, 0.182, 0.447, -0.678, 0.656, -0.385, -0.412, -1.162, -0.654, -0.157, -0.359, 0.008, -0.440, -0.642],
  "multiplicity": 1,
  "total_charge": 1
}

***

(2)
{
  "formula": "C10H38F2HgNO13S2",
  "method": "ωB97M-V/def2-TZVPD",
  "elements": ["H", "H", "O", "C", "H", "H", "H", "H", "C", "H", "H", "H", "H", "C", "O", "F", "H", "C", "O", "O", "H", "H", "H", "H", "H", "C", "H", "H", "O", "H", "O", "H", "H", "Hg", "C", "H", "H", "H", "H", "H", "C", "S", "O", "O", "H", "O", "N", "O", "H", "H", "O", "O", "H", "H", "F", "H", "C", "O", "S", "H", "H", "C", "H", "H", "C", "H", "H"],
  "coordinates": [[-6.995, 1.594, -3.420], [5.801, -2.391, -3.329], [-7.741, 2.132, -3.144], [7.543, -1.900, 1.357], [-7.625, 2.841, -5.048], [5.309, 4.572, 2.111], [0.403, -0.678, 5.442], [9.113, -0.735, 2.197], [4.758, -2.415, -3.645], [-1.922, -2.017, 8.144], [-7.607, 3.977, -3.812], [7.374, -2.708, 2.069], [-0.802, -1.097, 4.554], [-5.612, 4.112, 1.007], [-1.409, -1.320, 7.729], [0.696, -3.194, -1.448], [-1.193, 0.204, 5.699], [4.376, 5.135, 2.126], [3.057, 3.598, 0.854], [-7.765, -4.391, 0.920], [-6.251, -3.319, 1.686], [7.560, -0.054, 2.751], [2.064, -5.362, -6.863], [4.575, 5.838, 1.317], [-8.188, -4.093, 1.729], [8.086, -0.509, 1.911], [-5.812, 3.130, 0.579], [4.650, -3.374, -4.153], [-1.021, -2.579, 0.058], [4.329, 5.534, 3.140], [8.310, -2.499, 0.334], [-9.190, 3.239, -4.192], [-5.978, -3.933, 0.026], [0.490, -1.769, -5.630], [-0.676, -0.748, 5.579], [2.144, 4.783, 2.340], [0.012, 2.331, -5.965], [-6.870, -2.443, 0.450], [0.910, 2.264, -7.182], [2.439, 2.871, 0.952], [3.088, 4.303, 2.085], [-1.415, -0.183, -1.221], [1.731, -5.121, -5.999], [-6.612, 4.584, 1.857], [8.291, 0.206, 1.114], [-2.804, -0.697, -1.126], [-0.247, -1.195, -2.003], [1.179, -1.327, 0.064], [-7.353, 4.123, 1.456], [3.115, 3.679, 2.978], [-0.910, 0.692, -0.139], [4.231, -1.421, -4.440], [4.927, -1.036, -4.977], [-0.242, -2.599, 6.731], [-1.498, 0.920, -2.414], [-5.552, 4.910, 0.267], [-6.702, -3.488, 0.708], [0.648, 1.768, -6.407], [0.060, -1.955, -0.681], [-4.674, 4.071, 1.559], [4.196, -2.464, -2.713], [-8.119, 3.059, -4.101], [1.758, -5.935, -5.496], [-1.813, -2.578, 6.117], [-1.067, -1.910, 6.547], [6.523, -1.725, 1.013], [7.926, -3.309, -0.011]],
  "forces_ev_per_a": [[-0.182, 0.176, -0.201], [0.241, 0.793, -0.396], [-0.412, -1.467, 1.321], [-1.322, 0.548, 0.383], [-0.640, -0.233, -0.459], [-0.367, -0.845, 0.071], [0.259, 0.712, 1.116], [0.088, 0.050, 0.640], [0.002, -1.938, 1.089], [-0.217, 0.338, 0.955], [-0.504, 0.682, -0.043], [0.336, 0.474, 1.016], [-0.990, -0.049, -0.282], [1.295, 0.886, -0.141], [-1.219, -0.199, 1.465], [0.230, 0.353, 0.468], [0.144, -0.290, 0.364], [-0.392, -0.156, 0.654], [-0.343, -0.101, 0.519], [-0.287, 0.575, -0.503], [0.767, -0.316, 0.129], [-0.242, -0.386, -0.264], [0.099, -0.059, -0.274], [-0.822, 0.449, 0.252], [-0.319, -0.199, 0.009], [1.445, -2.142, -1.002], [-0.081, 0.065, -0.120], [-0.078, -0.325, 0.036], [1.266, 1.631, -1.008], [0.355, 0.936, -0.227], [1.050, 1.148, -0.458], [0.097, -0.439, 0.110], [-0.159, 0.061, 0.051], [0.161, 0.050, 0.373], [0.661, -1.894, -1.149], [-0.114, 1.005, -0.790], [-0.186, 0.162, 0.187], [-1.023, -0.061, -0.819], [0.128, 0.097, -0.264], [-0.181, -0.175, -0.201], [1.387, -0.153, -0.215], [-4.254, 5.296, -0.409], [-0.127, 0.485, 0.048], [-1.062, -0.944, 0.421], [-0.777, 0.018, -0.221], [4.151, 0.634, -0.572], [-2.586, 2.974, 0.704], [-2.611, -1.183, -1.854], [-0.899, 0.457, 0.678], [0.452, -0.994, -0.075], [-0.554, -3.080, -2.158], [-0.145, 1.362, -0.581], [-0.007, 0.079, -0.138], [0.663, -0.016, -0.276], [0.199, -1.574, 0.570], [0.653, -0.445, -0.782], [1.032, -0.053, 1.130], [0.034, -0.495, 0.136], [4.323, -5.037, 3.898], [0.091, -0.031, -0.077], [-0.217, 0.016, -0.051], [1.646, 1.287, -0.707], [-0.045, -0.208, 0.229], [-0.675, 0.287, -0.015], [1.375, 1.109, -2.194], [-0.291, 0.224, -0.449], [-0.302, 0.063, 0.353]],
  "nbo_charge": [0.469, 0.184, -0.730, -0.052, 0.160, 0.219, 0.217, 0.219, -0.258, 0.470, 0.157, 0.170, 0.211, -0.257, -0.654, -0.480, 0.232, -0.634, -0.659, -0.678, 0.163, 0.227, 0.479, 0.224, 0.467, -0.642, 0.170, 0.167, -0.786, 0.215, -0.702, 0.186, 0.185, 0.771, -0.645, 0.184, 0.480, 0.171, 0.483, 0.472, -0.072, 2.270, -0.959, -0.673, 0.221, -0.773, -0.832, -0.741, 0.465, 0.173, -0.779, -0.697, 0.481, 0.169, -0.481, 0.177, -0.254, -0.955, 2.352, 0.178, 0.179, -0.242, 0.485, 0.165, -0.063, 0.154, 0.477],
  "multiplicity": 1,
  "total_charge": 1
}

***

(3)
{
  "formula": "C10H38N10O9",
  "method": "ωB97M-V/def2-TZVPD",
  "elements": ["H", "H", "H", "C", "N", "H", "H", "H", "C", "H", "H", "N", "H", "H", "O", "O", "O", "O", "H", "O", "N", "O", "N", "H", "H", "H", "H", "C", "C", "O", "H", "O", "H", "N", "H", "H", "C", "N", "H", "H", "N", "H", "H", "C", "H", "H", "N", "H", "C", "C", "H", "H", "H", "H", "H", "N", "H", "H", "H", "C", "H", "O", "H", "H", "H", "C", "N"],
  "coordinates": [[0.352, -0.321, 1.000], [0.342, -3.013, 2.639], [0.380, 2.266, -1.307], [-0.584, 2.306, -3.668], [-0.762, -4.446, -0.991], [-3.394, -2.427, 1.140], [-0.587, 5.353, 2.494], [1.897, -3.411, 0.120], [-2.832, -0.632, 1.198], [2.706, -3.682, 2.319], [-1.088, -4.636, -1.948], [-1.093, 2.594, -4.808], [-3.351, 2.136, 1.662], [1.653, -1.531, -3.348], [0.040, -3.031, 0.737], [1.922, 5.962, 1.802], [-0.038, -0.614, 2.841], [-1.283, 2.107, 1.910], [3.761, -4.506, 1.247], [-0.447, 3.230, -2.608], [0.530, -2.690, 3.605], [-3.877, -1.596, 1.002], [-0.013, 1.123, -3.640], [-0.579, -5.238, -0.327], [-2.362, 2.140, -0.521], [1.115, 3.185, 0.199], [0.865, -3.373, 4.274], [0.417, -1.432, 3.843], [1.111, 4.950, 1.416], [2.739, -2.956, 0.280], [-0.941, -2.531, -2.546], [1.689, -3.404, -3.065], [-0.118, 1.819, 0.356], [0.811, -0.345, 0.078], [1.408, -1.191, 0.006], [-0.548, 3.824, 1.703], [1.881, -2.390, -3.942], [0.485, 1.729, -0.436], [1.029, -2.598, -4.628], [1.026, 0.074, 5.006], [-0.547, -2.367, -1.539], [-2.636, 3.578, 2.103], [-2.013, -1.032, 0.631], [-0.463, -3.228, -0.564], [-3.058, 0.270, 0.681], [1.179, -1.491, 5.755], [1.459, 4.139, 0.450], [2.881, -2.411, -4.528], [-2.475, 2.760, 1.475], [1.106, 0.637, -0.712], [-1.304, 3.553, -4.959], [-2.451, -0.624, 2.168], [-1.295, 2.066, -5.668], [-1.493, 1.796, 2.763], [-1.598, 3.880, -0.232], [-0.069, 4.671, 1.919], [2.350, 4.326, 0.081], [-0.322, -1.397, -1.283], [1.347, -3.004, -2.254], [-2.409, 3.130, 0.028], [-0.099, 0.505, -4.387], [1.875, 0.517, -1.810], [4.090, -2.821, 1.694], [-3.369, 3.567, -0.284], [0.753, 0.713, -3.031], [3.357, -3.559, 1.462], [0.940, -0.950, 4.935]],
  "forces_ev_per_a": [[0.108, 0.424, -0.287], [-0.159, 0.355, 0.778], [-0.763, 1.014, 0.340], [3.322, 3.059, 6.639], [-0.292, -3.253, 1.267], [-0.692, 0.137, -0.078], [1.007, -0.683, -0.508], [0.159, 0.172, 0.373], [0.048, -1.680, -2.244], [-0.538, 0.247, 0.042], [0.463, 0.104, 1.036], [-2.901, 2.381, -4.161], [0.067, -0.346, -0.156], [0.654, 1.610, -0.597], [-2.694, -0.816, -6.369], [-3.862, -4.055, -1.518], [1.544, -2.743, 4.499], [-0.093, 0.277, -1.804], [0.805, -1.158, -0.465], [-0.928, -4.339, -5.260], [-0.387, -3.966, -1.301], [0.178, -0.258, 0.443], [1.381, -2.388, 2.122], [-0.470, 1.257, -1.263], [0.487, 1.369, 0.096], [0.224, 1.586, 0.693], [-0.017, 0.419, -0.174], [-1.459, 4.763, -6.043], [4.202, 4.934, 1.775], [0.094, -0.900, 0.767], [1.071, 0.088, 3.061], [0.462, -2.835, 2.657], [-0.612, -0.292, 0.201], [1.167, -4.561, 1.534], [-0.353, 0.841, 0.203], [0.175, -0.219, -0.059], [-0.493, 0.354, -2.526], [-0.333, 2.768, -1.430], [0.698, 1.090, -0.815], [-0.300, -1.071, -0.045], [-0.696, 3.662, -2.658], [-0.174, 1.829, 0.955], [0.977, 0.044, -0.366], [2.174, -1.169, 5.188], [-0.595, 0.881, 0.323], [-0.026, 0.014, -0.410], [0.820, -1.992, -1.784], [-1.557, 0.198, 1.284], [-0.660, -0.722, -0.296], [3.088, -1.095, -3.985], [-0.388, 0.724, 0.280], [0.129, 0.738, 1.872], [0.723, -0.313, 1.385], [0.272, -0.990, 1.665], [-0.815, -1.269, 0.117], [-2.705, 1.512, 2.387], [1.164, 0.261, -0.406], [-0.199, -0.328, -0.217], [0.469, -0.454, -0.195], [0.098, -0.419, -1.020], [-0.556, -0.567, -1.817], [-2.521, -0.104, 3.553], [0.872, 0.098, 0.500], [0.264, 0.025, 0.201], [-0.617, 1.540, 0.573], [-1.120, 1.658, -1.150], [0.609, 2.555, 2.600]],
  "nbo_charge": [0.463, 0.463, 0.465, 0.769, -0.809, 0.459, 0.401, 0.477, -0.244, 0.153, 0.407, -0.805, 0.176, 0.187, -0.812, -0.752, -0.808, -0.743, 0.165, -0.772, -0.810, -0.731, -0.848, 0.423, 0.215, 0.408, 0.387, 0.767, 0.756, -0.745, 0.428, -0.738, 0.428, -0.859, 0.430, 0.400, -0.245, -0.877, 0.136, 0.424, -0.847, 0.160, 0.157, 0.765, 0.169, 0.397, -0.833, 0.182, -0.092, 0.781, 0.408, 0.189, 0.405, 0.494, 0.249, -0.839, 0.398, 0.449, 0.472, -0.653, 0.365, -0.791, 0.191, 0.228, 0.456, -0.244, -0.808],
  "multiplicity": 1,
  "smiles": "NC(N)=O.NC(N)=O.NC(N)=O.NC(N)=O.NC(N)=O.CCO.CO.CO.CO"
}

***

Computed energy relative to the best compared isomer or geometry (same formula, charge and spin) (kJ/mol) in order:
0.0; 822.0; 541.2
Computed orbital gap (eV) in order:
7.32; 1.43; 8.21
Computed DFT total energy (eV) in order:
-67615.177; -70352.790; -44313.204